--- a ---
This record from OMol25 describes the ion C4H10N3O2 with charge +1. The level of theory is wB97M-V/def2-TZVPD.

The spin multiplicity is 1. The calculation puts the LUMO energy at -2.9 eV. As for the total charge: +1. The HOMO energy comes out at -14.25 eV. As for the SMILES: NC(=O)[C@]1(N)[NH2+]CCO1. For the HOMO-LUMO gap, the calculation gives 11.33 eV.

Bonds (Å) are listed after each position.
Positions of all 19 atoms, in Å:
1 N 0.84331 1.11692 -2.39961  C2 1.357, H10 1.009, H11 1.014
2 C 0.64713 0.02078 -1.62337  N1 1.357, O3 1.193, C4 1.578
3 O 0.48994 -1.08054 -2.05382  C2 1.193
4 C 0.62943 0.23605 -0.05991  C2 1.578, N5 1.375, N6 1.656, O9 1.363
5 N 1.80601 0.59336 0.55617  C4 1.375, H12 1.036, H13 0.984
6 N 0.12560 -1.21673 0.55437  C4 1.656, C7 1.475, H14 1.048, H15 1.111
7 C -1.26942 -1.12386 1.02544  N6 1.475, C8 1.560, H16 1.064, H17 1.054
8 C -1.57737 0.36599 0.68061  C7 1.560, O9 1.454, H18 1.221, H19 1.129
9 O -0.35828 1.08348 0.34474  C4 1.363, C8 1.454
10 H 1.42305 1.84218 -2.00341  N1 1.009
11 H 0.97319 0.97334 -3.39481  N1 1.014
12 H 2.57645 0.40179 -0.10893  N5 1.036
13 H 1.82084 1.42720 1.07917  N5 0.984
14 H 0.95500 -1.47819 1.13833  N6 1.048
15 H 0.29682 -1.83492 -0.35301  N6 1.111
16 H -1.38791 -1.28536 2.07014  C7 1.064
17 H -1.87304 -1.82297 0.51847  C7 1.054
18 H -2.17563 0.35757 -0.38394  C8 1.221
19 H -2.28826 0.86533 1.40093  C8 1.129

Atom charges from the Mulliken analysis, given in e for atoms 1 to 8:
1 N -0.3694
2 C 0.3540
3 O -0.5731
4 C 0.5551
5 N -0.5541
6 N -0.3310
7 C -0.4860
8 C -0.4053

=====

--- b ---
This record from OMol25 describes a cluster of 2 separate species, C4H10N3O2 in total. The level of theory is wB97M-V/def2-TZVPD.

The spin multiplicity is 1. The calculation puts the LUMO energy at -3.1 eV. As for the total charge: +1. The HOMO energy comes out at -13.61 eV. For the HOMO-LUMO gap, the calculation gives 10.51 eV.

Bonds (Å) are listed after each position.
Positions of all 19 atoms, in Å:
1 C -1.93346 0.19904 0.11483  C3 1.429, N6 1.168
2 C 1.76145 -0.35231 -0.13464  N5 1.192, N7 1.327, O9 1.686
3 C -3.31558 0.13616 -0.24265  C1 1.429, H10 1.081, H11 0.998, H12 1.134
4 C 2.21849 -1.97553 1.74773  N7 1.479, H13 1.178, H14 1.040, H15 1.093
5 N 1.78718 0.34320 -1.10228  C2 1.192, H17 1.035
6 N -0.82634 -0.10719 0.32741  C1 1.168, O9 1.256
7 N 2.53119 -1.21356 0.51889  C2 1.327, C4 1.479, H18 1.002
8 O -0.90107 2.88838 -1.66863  H16 1.012, H19 1.008
9 O 0.33909 -0.27203 0.76620  C2 1.686, N6 1.256
10 H -3.26857 0.79910 -1.09584  C3 1.081
11 H -3.63198 -0.78173 -0.47225  C3 0.998
12 H -3.96958 0.69413 0.49628  C3 1.134
13 H 1.75762 -3.00943 1.42326  C4 1.178
14 H 3.10345 -2.28536 2.19655  C4 1.040
15 H 1.57661 -1.37645 2.39920  C4 1.093
16 H -0.02839 3.32261 -1.94209  O8 1.012
17 H 1.07413 0.86936 -1.63756  N5 1.035
18 H 3.45023 -1.32591 0.13617  N7 1.002
19 H -1.72448 3.44751 -1.83057  O8 1.008

Atom charges from the Mulliken analysis, given in e for atoms 1 to 8:
1 C 0.4088
2 C 0.5697
3 C -0.9337
4 C -0.7625
5 N -0.4361
6 N 0.3254
7 N -0.1632
8 O -0.6319

=====

It comes down to a, which is 99.7 kcal/mol more stable than the next structure.

=====

--- a ---
This record from OMol25 describes a cluster of 2 separate species, C4H12N2 in total. The level of theory is wB97M-V/def2-TZVPD.

The spin multiplicity is 1. The calculation puts the LUMO energy at -11.4 eV. As for the total charge: +2. The HOMO energy comes out at -17.29 eV. For the HOMO-LUMO gap, the calculation gives 5.85 eV.

Bonds (Å) are listed after each position.
Positions of all 18 atoms, in Å:
1 C 0.39331 1.06262 0.46654  C2 1.464, H7 1.095, H8 1.087
2 C -0.01241 1.16541 -0.93637  C1 1.464, C3 1.513, H9 1.097, H10 1.099
3 C -1.36031 0.49468 -0.78815  C2 1.513, C4 1.352, H11 1.090
4 C -1.33559 -0.77382 -0.31983  C3 1.352, N5 1.528, H12 1.083
5 N -2.47885 -1.05143 0.65578  C4 1.528, H13 1.025, H14 1.029, H15 1.027
6 N 3.25931 -0.45443 0.20417  H16 1.016, H17 1.019, H18 1.010
7 H 1.43104 1.21016 0.78232  C1 1.095
8 H -0.28210 1.39910 1.24831  C1 1.087
9 H 0.61176 0.42904 -1.45837  C2 1.097
10 H 0.10224 2.22710 -1.19572  C2 1.099
11 H -2.31607 0.88476 -1.13920  C3 1.090
12 H -0.66280 -1.62066 -0.38158  C4 1.083
13 H -2.38427 -0.48562 1.50563  N5 1.025
14 H -2.43047 -1.99360 1.06616  N5 1.029
15 H -3.38045 -0.80964 0.22816  N5 1.027
16 H 4.07138 0.11260 0.42858  N6 1.016
17 H 3.27260 -0.39180 -0.81314  N6 1.019
18 H 3.50168 -1.40450 0.44671  N6 1.010

Atom charges from the Mulliken analysis, given in e for atoms 1 to 8:
1 C -0.1828
2 C -0.1572
3 C -0.4128
4 C -0.2687
5 N -0.2850
6 N -0.7420
7 H 0.2978
8 H 0.2943

=====

--- b ---
This record from OMol25 describes the ion C4H12N2 with charge +2. The level of theory is wB97M-V/def2-TZVPD.

The spin multiplicity is 1. The calculation puts the LUMO energy at -7.2 eV. As for the total charge: +2. The HOMO energy comes out at -19.13 eV. As for the SMILES: [NH3+]/C=C/CC[NH3+]. For the HOMO-LUMO gap, the calculation gives 11.90 eV.

Bonds (Å) are listed after each position.
Positions of all 18 atoms, in Å:
1 N 0.38514 -0.58682 -3.05020  C2 1.493, H7 1.022, H8 1.036, H9 1.025
2 C 0.59941 -0.22066 -1.61888  N1 1.493, C3 1.326, H10 1.083
3 C -0.09812 -0.61598 -0.56272  C2 1.326, C4 1.586, H11 1.104
4 C 0.55925 -0.35486 0.85720  C3 1.586, C5 1.518, H12 1.088, H13 1.100
5 C 0.09302 0.89818 1.57519  C4 1.518, N6 1.582, H14 1.082, H15 1.105
6 N -1.28683 0.60822 2.29158  C5 1.582, H16 1.031, H17 1.023, H18 1.027
7 H -0.51762 -1.02239 -3.25202  N1 1.022
8 H 1.09605 -1.31517 -3.24384  N1 1.036
9 H 0.62936 0.15962 -3.70914  N1 1.025
10 H 1.66141 -0.04399 -1.49718  C2 1.083
11 H -1.09431 -1.07984 -0.45157  C3 1.104
12 H 0.43164 -1.18596 1.54773  C4 1.088
13 H 1.53281 -0.02838 0.46351  C4 1.100
14 H -0.07187 1.75227 0.93236  C5 1.082
15 H 0.77280 1.23442 2.37818  C5 1.105
16 H -0.99512 -0.00773 3.06476  N6 1.031
17 H -2.01830 0.31642 1.63857  N6 1.023
18 H -1.67872 1.49264 2.63648  N6 1.027

Atom charges from the Mulliken analysis, given in e for atoms 1 to 8:
1 N -0.2632
2 C -0.5455
3 C -0.0114
4 C -0.6052
5 C -0.5767
6 N -0.3421
7 H 0.3639
8 H 0.4199

=====

It comes down to b, which is 103.0 kcal/mol more stable than the next structure.